# C12H14N2

A 2-piece molecular cluster, C12H14N2 overall at a distorted geometry (ωB97M-V/def2-TZVPD, the OMol25 dataset).

XYZ file:
```
28
Properties=species:S:1:pos:R:3:forces:R:3
C 1.4127 2.0431 0.3994 0.2 0.8 0.9
C -1.3328 -1.6054 -1.3043 0.2 -1.6 0.7
C -1.3467 -1.3375 0.0656 1.0 0.1 0.4
C -1.4269 -0.6088 -2.2036 0.0 2.4 0.1
C -1.4355 -0.0327 0.4679 0.7 0.7 2.2
C -1.4201 0.7310 -1.7353 -1.2 -0.5 -0.8
C -1.5115 1.0206 -0.4002 0.2 -1.1 -0.9
C 1.9430 -0.2222 -0.9081 2.1 -1.5 -0.1
C 2.3540 -1.2511 0.2216 3.1 4.0 -1.0
C 1.7157 0.7165 0.2557 0.2 -1.5 -1.3
C -1.6898 2.4023 0.0137 -2.0 1.5 1.4
C 1.9908 -0.3173 2.5204 -1.0 4.7 -0.1
N 1.1982 3.1448 0.6793 0.3 0.2 -0.1
N 2.0645 -0.1767 1.2069 -0.5 -1.3 1.3
H -1.1703 -2.5514 -1.8120 -0.3 -0.5 0.9
H -1.0795 -1.9908 0.8830 -0.3 -0.8 -0.4
H -1.5316 -0.9637 -3.2018 0.2 0.7 -1.0
H -1.2513 0.3085 1.5155 -0.6 -1.0 -0.5
H 2.8777 -0.0695 -1.5298 -1.2 0.4 0.4
H 1.1830 -0.7042 -1.5311 -0.4 1.0 0.2
H 1.8212 -2.0820 0.3182 -2.6 -3.3 0.6
H 3.4292 -1.5114 0.2017 -0.5 0.3 0.2
H -2.1791 2.4295 1.0898 0.7 0.2 -2.3
H -0.7334 2.9116 0.1225 -0.5 0.3 -0.3
H -2.3601 2.8679 -0.8001 1.0 -0.1 1.7
H -1.5742 1.6463 -2.2698 0.2 -0.1 -1.5
H 2.4904 -1.0420 3.0580 0.8 -1.8 0.4
H 1.7443 0.6565 3.1191 0.3 -1.9 -1.3
```
Forces are in eV/Å.

Summary:
* relative energy (zero: lowest compared OMol25 entry of this formula, charge and spin): 123.3 kcal/mol
* total energy: -15646.6710 eV
* HOMO-LUMO gap: 7.729 eV

***

# C12H14N2O

A single C12H14N2O molecule at a distorted geometry (ωB97M-V/def2-TZVPD, the OMol25 dataset).

XYZ file:
```
29
Properties=species:S:1:pos:R:3:forces:R:3
C -1.4822 1.0476 -1.5116 -0.3 0.2 -2.3
C 1.5183 -0.8948 -1.6689 0.3 -0.8 -2.2
C 2.7359 -0.5649 -1.3240 1.2 1.3 2.0
C 0.4139 -0.7451 -0.7659 1.3 0.7 0.7
C 0.5549 0.2075 0.2035 1.2 0.4 -0.2
C -0.6380 -1.6857 -0.9023 -1.5 0.0 0.1
C 2.9891 0.1017 0.0783 -2.2 -2.3 -2.8
C -2.1054 -1.3876 -0.3450 0.2 -0.2 -2.3
C -2.1211 1.1201 -0.2994 -0.9 -1.5 1.1
C -2.6147 -0.1446 0.4416 3.7 0.3 -1.2
C -2.0540 -0.1375 1.9143 -5.5 2.8 -1.0
C 1.8302 1.9568 1.2666 0.2 -2.2 0.6
N -1.0929 0.9052 -2.6091 -0.2 0.4 1.3
N 1.7600 0.7514 0.4514 -1.7 -0.3 0.9
O -0.4031 -2.7588 -1.4358 -0.8 0.4 0.2
H 1.4157 -1.3597 -2.6677 -0.5 0.2 0.8
H 3.6375 -0.8079 -1.8510 0.1 0.0 -0.6
H 3.1866 -0.7866 0.6458 0.6 -0.1 1.2
H 3.7764 0.7657 -0.0655 1.4 1.2 0.5
H -2.7573 -1.6209 -1.2642 0.8 0.3 1.5
H -2.0668 -2.2394 0.2585 -1.1 -1.5 1.3
H -2.4259 2.0391 0.1230 0.0 1.0 0.2
H -3.6641 -0.2048 0.4542 -1.5 0.2 -0.1
H -2.9150 -0.5542 2.4771 1.2 -0.4 0.3
H -1.9847 0.9216 2.2404 0.4 -0.7 0.0
H -1.1852 -0.6170 1.8398 3.5 -2.0 0.7
H 2.6293 1.8502 1.9921 -0.3 -0.3 0.8
H 2.2176 2.6869 0.6767 0.6 2.7 -1.9
H 0.8450 2.1557 1.6470 -0.1 0.3 0.3
```
Forces are in eV/Å.

Summary:
* relative energy (zero: lowest compared OMol25 entry of this formula, charge and spin): 179.0 kcal/mol
* total energy: -17692.1106 eV
* HOMO-LUMO gap (alpha / beta): 6.624 / 6.939 eV

***

# C12H14NO2

An isolated ion of composition C12H14NO2 and charge -1 at a distorted geometry (ωB97M-V/def2-TZVPD, the OMol25 dataset).

XYZ file:
```
29
Properties=species:S:1:pos:R:3:forces:R:3
C 3.8420 -1.6433 -0.9509 -5.3 -1.3 -0.3
C 3.3382 -1.5774 0.5061 2.3 0.8 -2.8
C 2.3334 -0.4917 0.6332 3.3 3.2 3.5
C 0.9906 -0.6703 0.1559 -2.8 0.0 -0.3
C 0.0115 0.2899 0.3942 0.7 -1.0 -0.9
C 0.4652 1.6178 0.9465 -1.2 -1.0 0.1
C -0.1727 2.7419 0.5497 1.0 -1.6 -0.7
C -1.0949 2.7065 -0.5430 0.0 3.0 0.3
C -1.7168 1.5572 -0.7702 -0.7 0.0 -0.5
C -1.4325 0.3252 -0.0546 -1.6 -0.7 -0.7
C -2.6007 -0.5370 0.0440 2.7 3.8 -1.6
N -3.7978 -0.2182 -0.4176 -1.5 0.3 0.3
C -5.1093 -1.0038 0.0058 2.2 0.3 -0.5
O -6.1237 -0.5023 -0.4140 -1.0 0.8 -0.4
O -4.7800 -1.9561 0.6641 -0.4 -2.0 1.2
H 4.3113 -2.5118 -1.2318 1.5 -2.3 -0.2
H 4.4546 -0.8795 -1.1029 2.5 3.5 -1.1
H 2.9549 -1.6311 -1.7118 1.4 0.5 1.3
H 4.2825 -1.5590 1.0716 -0.6 0.8 0.5
H 2.9699 -2.4986 0.6697 -1.8 -3.2 1.1
H 2.8606 0.4493 0.1975 -1.0 -1.1 0.5
H 2.3759 -0.2674 1.7891 -0.5 0.0 -1.8
H 0.8583 -1.6400 -0.3709 -0.7 0.8 0.4
H 1.2238 1.5880 1.7257 -0.1 0.3 -0.1
H 0.1104 3.6579 0.9363 0.6 1.8 0.9
H -1.3946 3.7284 -1.0110 0.5 -2.1 0.6
H -2.4632 1.6977 -1.5417 -0.5 -1.0 0.0
H -2.5977 -1.4998 0.3525 0.4 -2.9 1.5
H -4.0991 0.7274 -0.5216 0.5 0.7 -0.5
```
Forces are in eV/Å.

Summary:
* relative energy (zero: lowest compared OMol25 entry of this formula, charge and spin): 88.5 kcal/mol
* charge: -1
* SMILES string: CCC/C=c1\cccc\c1=C/NC(=O)[O-]
* total energy: -18254.8114 eV
* HOMO-LUMO gap: 6.677 eV

***

# C12H14NOP

C12H14NOP as an isolated structure at a distorted geometry (ωB97M-V/def2-TZVPD, the OMol25 dataset).

XYZ file:
```
29
Properties=species:S:1:pos:R:3:forces:R:3
C -0.5152 -0.4004 2.0615 0.1 0.5 -2.9
C 2.1693 0.0731 2.0150 3.3 -1.2 0.3
C 0.0369 0.2495 1.0222 -0.5 1.0 1.3
C 1.4803 0.4514 0.9507 -0.1 -0.2 0.2
C -0.8208 1.0523 0.0799 -0.8 0.5 -0.2
C 2.0414 0.9934 -0.2096 0.7 0.7 -1.7
C 0.2697 -1.2008 2.9878 -0.2 -0.7 1.6
C 1.6227 -0.6017 3.1875 0.4 1.4 2.2
C -1.3050 -0.8960 -4.1237 -1.9 -0.6 -2.0
C 0.0680 -0.9968 -3.4930 -3.0 4.8 1.4
C -1.1714 -1.4427 -2.7547 0.9 0.7 1.8
C -1.5754 -0.6529 -1.5654 -2.8 -0.4 1.6
N -1.0824 0.3709 -1.0397 0.8 -1.5 -1.7
O -1.1680 2.2066 0.2344 0.3 -0.2 0.5
P 2.5200 1.5522 -1.5697 -0.1 -0.2 0.7
H -1.5506 -0.4956 1.8929 -1.4 -0.3 0.8
H 3.2929 0.0330 2.1236 -1.2 0.9 -0.9
H -0.2153 -1.1400 4.0026 0.2 -1.1 -1.0
H 0.4560 -2.2340 2.5731 -0.8 0.7 0.7
H 2.3243 -1.4427 3.4740 -0.5 1.4 0.3
H 1.5545 0.3083 3.9945 0.4 -2.3 -1.3
H -1.8854 0.0228 -4.2987 0.9 0.1 0.8
H -1.7661 -1.5465 -4.9377 1.5 0.2 1.1
H 0.6596 -1.7054 -3.8025 3.1 -3.7 -1.8
H 0.5939 -0.0413 -3.1653 -1.0 -1.4 -0.4
H -1.2782 -2.4753 -2.4001 -0.1 0.0 -1.1
H -2.5440 -1.1391 -1.0812 1.7 0.9 -0.6
H -1.2246 5.1936 1.8109 0.4 1.1 0.3
H -0.9869 5.9041 2.0311 -0.4 -1.1 -0.3
```
Forces are in eV/Å.

Summary:
* relative energy (zero: lowest compared OMol25 entry of this formula, charge and spin): 88.5 kcal/mol
* total energy: -25490.8239 eV
* HOMO-LUMO gap: 8.134 eV

***

# C12H15BeF9N3O15

C12H15BeF9N3O15 as an isolated structure at a distorted geometry (ωB97M-V/def2-TZVPD, the OMol25 dataset).

XYZ file:
```
55
Properties=species:S:1:pos:R:3:forces:R:3
Be 0.8060 0.6590 0.2926 0.7 0.1 -0.1
N 3.4841 -0.6413 -0.4779 -0.2 2.1 -1.2
O 3.0022 -0.5678 0.6337 -0.3 -0.6 3.4
O 2.6656 -0.3433 -1.3815 0.4 -0.7 -1.9
O 4.7027 -0.8011 -0.6718 -0.5 -0.7 -0.3
N -2.1878 1.0682 0.4643 0.0 -2.7 3.2
O -3.4033 1.1259 0.3206 -1.6 0.6 -1.5
O -1.5189 1.9837 0.8547 1.3 4.2 -0.2
O -1.6276 -0.0431 0.5806 0.3 -2.0 -1.5
N 2.7665 2.8634 0.6669 1.9 -3.3 -2.5
O 1.8707 2.7077 1.4638 -1.9 0.6 4.3
O 3.9715 2.7538 0.8145 2.8 1.5 3.8
O 2.4715 2.7153 -0.4856 -2.9 1.0 -5.4
C -1.1642 2.5845 5.1333 0.4 2.0 0.4
C -0.5517 1.8534 3.9730 -0.7 1.0 -0.3
O 0.0385 0.7812 4.5998 1.3 -3.5 1.7
C 0.6773 -0.1476 3.9094 -0.1 1.5 -3.3
O 0.8263 -0.1142 2.6950 -0.2 -0.7 2.6
C 1.2586 -1.2891 4.7405 1.9 0.3 0.9
F 2.6005 -1.3472 4.6643 0.3 0.6 -0.8
F 1.0706 -1.2111 6.0711 -1.2 0.2 0.2
F 0.8357 -2.4376 4.3024 -1.1 -1.2 -0.3
H -1.7116 3.4300 4.7167 -0.3 0.1 0.3
H -0.3686 2.9959 5.7544 0.4 0.4 -0.2
H -1.7276 2.1030 5.9326 -0.5 -0.8 -0.9
H 0.2661 2.3942 3.4967 -0.4 0.5 -0.3
H -1.2950 1.5813 3.2237 0.2 -0.3 -0.1
C -1.4652 -4.3636 -2.9093 0.8 0.7 0.5
C -1.0566 -3.3680 -1.7563 -3.0 -0.8 -2.4
O 0.0724 -3.8845 -1.2107 2.0 -1.6 -0.4
C 0.6322 -3.2520 -0.2404 -1.4 5.7 3.8
O 0.3416 -2.1033 0.1855 0.7 -4.0 -2.0
C 1.5760 -4.0605 0.6063 1.5 2.1 0.2
F 2.8325 -3.7360 0.2521 0.1 -0.3 0.0
F 1.4494 -3.7488 1.9067 -0.2 -0.4 -0.4
F 1.4219 -5.3354 0.4415 -0.3 -2.3 0.0
H -0.7743 -4.2344 -3.7424 -0.4 0.7 -0.4
H -2.5095 -4.1519 -3.1390 0.1 -0.3 -0.4
H -1.2615 -5.4229 -2.7528 -0.6 -0.1 1.0
H -1.8421 -3.3258 -1.0018 0.0 0.1 0.1
H -1.0010 -2.3874 -2.2291 0.6 0.2 0.5
C -3.4268 1.6829 -4.2456 0.6 0.0 -1.2
C -2.2828 1.5219 -3.2790 0.0 0.3 1.3
O -1.0787 2.1422 -3.7360 1.9 0.8 -1.4
C 0.0842 2.1337 -3.0177 -2.3 -2.3 5.5
O 0.0812 1.6838 -1.8288 0.5 1.9 -5.3
C 1.3046 2.8293 -3.6859 -0.5 0.7 -0.5
F 2.4632 2.2204 -3.4285 -1.4 1.0 -0.3
F 1.0996 2.8821 -5.0508 0.5 -0.3 0.9
F 1.2958 4.1542 -3.2995 0.5 -1.6 -0.1
H -4.1205 0.8728 -4.0204 -0.3 0.3 -0.1
H -3.0191 1.5202 -5.2433 -0.1 -0.4 -0.2
H -3.9196 2.6491 -4.3539 0.0 0.1 0.7
H -2.1152 0.4488 -3.1866 0.3 0.1 0.4
H -2.5397 1.9760 -2.3220 0.1 -0.4 0.3
```
Forces are in eV/Å.

Summary:
* charge: -2
* 2S+1: 2
* total energy: -72715.5304 eV
* HOMO-LUMO gap (alpha / beta): 3.365 / 6.026 eV

***

# C12H15Br6NO5

C12H15Br6NO5 as an isolated structure at a distorted geometry (ωB97M-V/def2-TZVPD, the OMol25 dataset).

XYZ file:
```
39
Properties=species:S:1:pos:R:3:forces:R:3
C -3.4524 6.0553 2.4544 -0.8 -0.4 0.1
C -4.4499 5.1867 1.9758 1.4 0.5 0.6
C -4.1104 3.8813 1.6753 -0.9 -0.8 -0.3
C -2.8159 3.4166 1.8691 0.1 1.3 1.1
C -1.8953 4.2475 2.4940 0.6 0.0 -0.3
C -2.1861 5.5808 2.7705 -0.5 -0.3 -0.1
N -2.4462 2.0114 1.7158 -0.4 -0.1 -0.6
O -1.2892 1.7506 1.4448 0.2 0.4 0.1
O -3.3234 1.1880 1.8383 -0.2 -0.1 0.1
H -3.8252 7.0510 2.6592 0.6 0.2 0.2
H -5.4448 5.6020 2.0359 -0.3 -0.5 -0.7
H -4.8811 3.1944 1.3478 0.1 -0.1 -0.1
H -0.9278 3.8492 2.7720 0.0 -0.1 -0.1
H -1.4667 6.1698 3.3190 0.1 0.2 -0.2
C 3.4020 -3.6551 1.2366 1.3 -0.7 0.6
C 3.5618 -4.8450 0.2976 -0.9 0.5 0.9
O 2.8950 -4.4763 -0.9071 -0.5 0.0 0.3
C 3.4840 -4.5464 -2.0725 0.8 0.1 -0.6
O 4.4660 -5.1623 -2.3763 0.6 -0.5 0.1
O 2.8259 -3.7498 -2.8933 -1.3 0.6 -0.2
C 3.2317 -3.5966 -4.2399 0.2 0.1 -0.3
H 2.3698 -3.4921 1.5279 -0.1 0.3 -0.3
H 3.9175 -2.7715 0.8687 -0.4 0.1 -0.3
H 3.9594 -3.9085 2.1479 -0.2 0.0 0.1
H 2.9584 -5.6380 0.7451 0.4 -0.4 -0.3
H 4.5983 -5.1444 0.1688 -0.1 0.0 -0.4
H 4.2428 -3.1942 -4.2888 0.1 -0.2 0.0
H 2.5442 -2.8727 -4.6726 0.0 0.0 0.1
H 3.1493 -4.5195 -4.8124 0.2 -0.1 0.2
C -2.4074 1.1235 -2.3104 -0.3 0.1 -0.1
Br -1.6792 1.2545 -4.0941 0.0 -0.2 0.2
Br -3.1854 -0.6057 -1.9164 0.0 0.4 -0.3
Br -3.6516 2.6208 -2.0385 0.4 -0.6 0.2
H -1.5856 1.2095 -1.6126 -0.1 0.3 0.0
C 0.6290 -0.5320 0.1290 0.1 -0.4 0.1
Br 2.2253 -0.4198 1.2317 -0.3 0.1 -0.1
Br -0.8625 -1.3226 1.1128 0.7 -0.1 -0.5
Br 1.0436 -1.4489 -1.5760 -0.4 0.6 1.0
H 0.3820 0.5087 -0.0270 -0.2 -0.1 -0.4
```
Forces are in eV/Å.

Summary:
* total energy: -444665.8612 eV
* HOMO-LUMO gap: 9.345 eV